[1]
16
Properties=species:S:1:pos:R:3 method="wB97M-V/def2-TZVPD" smiles=C1CCOC1.O lumo_ev=0.97 total_energy_ha=-308.83304
C -0.6264 -0.1106 1.4526
C -0.7548 -0.9908 0.2247
C -0.6260 -0.0087 -0.9038
O 0.3408 1.0726 -0.2824
C 0.5661 0.7561 1.1040
H -1.5082 0.5378 1.5096
H -0.5109 -0.6654 2.3804
H -1.6917 -1.5448 0.1665
H 0.0756 -1.7120 0.1679
H -1.4592 0.6389 -1.1301
H -0.4021 -0.5754 -1.8315
H 1.5184 0.2188 1.2518
H 0.6152 1.6614 1.7299
O 1.6787 -0.1257 -1.9314
H 1.4261 0.4978 -1.2028
H 1.3583 0.3502 -2.7055

=====

[2]
16
Properties=species:S:1:pos:R:3 method="wB97M-V/def2-TZVPD" smiles=CC[C@@H](O)CO lumo_ev=0.92 total_energy_ha=-308.86716
C -1.8276 0.1186 0.0104
C -0.6121 0.5519 -0.7858
C 0.6228 -0.3034 -0.5259
O 1.6349 0.0373 -1.4674
C 1.2110 -0.1647 0.8876
O 0.3793 -0.6191 1.9413
H -1.6257 0.2057 1.0934
H -2.0257 -0.9445 -0.2286
H -2.7135 0.7072 -0.2564
H -0.3340 1.5809 -0.5467
H -0.8199 0.5312 -1.8738
H 0.3624 -1.3615 -0.7194
H 1.7990 0.9853 -1.3478
H 1.3908 0.9164 1.0559
H 2.2174 -0.6441 0.8729
H 0.3408 -1.5975 1.8902

=====

[3]
16
Properties=species:S:1:pos:R:3 method="wB97M-V/def2-TZVPD" smiles=CO[C@@H](C)CO lumo_ev=1.04 total_energy_ha=-308.85683
C 1.7986 0.9893 -0.1497
O 0.5818 0.5114 0.3756
C -0.1858 -0.2919 -0.5231
C -0.1110 -1.7758 -0.1655
C -1.6020 0.2714 -0.4302
O -1.5832 1.6668 -0.5925
H 2.5622 0.2009 -0.2145
H 1.6591 1.4278 -1.1488
H 2.1531 1.7716 0.5267
H 0.1865 -0.1244 -1.5444
H 0.8517 -2.0001 0.3028
H -0.2175 -2.4082 -1.0529
H -0.9002 -2.0521 0.5435
H -2.2340 -0.1501 -1.2180
H -2.0327 -0.0176 0.5438
H -0.8646 1.9529 -0.0063

=====

[4]
16
Properties=species:S:1:pos:R:3 method="wB97M-V/def2-TZVPD" smiles="C[C@H](C=O)CO.[H][H]" lumo_ev=0.84 total_energy_ha=-308.83207
C -1.4805 -0.7412 0.1291
C -0.5110 0.3894 -0.2160
C 0.4578 0.0241 -1.3221
O 1.5499 0.5332 -1.4717
C 0.2184 0.9277 1.0231
O 0.9669 2.0834 0.7582
H -1.9042 -1.2024 -0.7696
H -0.9943 -1.5268 0.7194
H -2.3125 -0.3514 0.7235
H -1.0855 1.2257 -0.6445
H 0.1105 -0.7468 -2.0456
H -0.5269 1.1937 1.7799
H 0.8403 0.1223 1.4514
H 1.5785 1.8395 0.0457
H 1.2615 -2.1105 -0.0025
H 1.8311 -1.6600 -0.1584

=====

[5]
16
Properties=species:S:1:pos:R:3 method="wB97M-V/def2-TZVPD" smiles=C[C@@H](O)[C@@H](C)O lumo_ev=0.86 total_energy_ha=-308.87323
C 1.7093 -0.6480 -0.1575
C 0.4793 -0.0568 0.5126
O 0.8553 1.0931 1.2739
C -0.6618 0.3201 -0.4899
C -1.8464 -0.6354 -0.3557
O -1.1545 1.6123 -0.2174
H 2.1028 0.0515 -0.9079
H 1.4931 -1.5926 -0.6663
H 2.4881 -0.8303 0.5912
H 0.0841 -0.7699 1.2456
H 1.6160 1.4978 0.8382
H -0.2272 0.3219 -1.5069
H -1.6598 -1.6542 -0.7157
H -2.1030 -0.6877 0.7084
H -2.7201 -0.2313 -0.8759
H -0.5144 2.0033 0.3987

=====

[6]
16
Properties=species:S:1:pos:R:3 method="wB97M-V/def2-TZVPD" smiles="CC=O.CCO" lumo_ev=0.89 total_energy_ha=-308.84758
C 0.7795 1.6594 -1.2855
C -0.1735 0.9379 -2.1967
O -1.3634 1.0824 -2.1816
H 1.1732 2.5546 -1.7672
H 1.6468 1.0338 -1.0453
H 0.3051 1.9629 -0.3600
H 0.3100 0.2378 -2.9064
C 0.3436 -1.6631 0.8214
C -0.5274 -0.5213 1.3263
O -1.5272 -1.0454 2.2173
H -0.0358 -2.6012 1.2151
H 0.3038 -1.7538 -0.2589
H 1.3949 -1.5957 1.1068
H -1.0607 -0.0541 0.4926
H 0.0586 0.2282 1.8471
H -1.6275 -0.4625 2.9750

=====

[7]
16
Properties=species:S:1:pos:R:3 method="wB97M-V/def2-TZVPD" smiles=COCCOC lumo_ev=1.07 total_energy_ha=-308.80587
C 2.9855 -0.1267 0.0180
O 1.7454 0.5062 -0.1660
C 0.6754 -0.2617 0.3347
C -0.6345 0.4918 0.0719
O -1.6001 -0.4423 -0.3642
C -2.9378 -0.0281 -0.4720
H 3.7461 0.4988 -0.4564
H 3.2309 -0.2408 1.0861
H 3.0041 -1.1249 -0.4483
H 0.6264 -1.2375 -0.1744
H 0.8229 -0.4569 1.4107
H -0.9926 0.9949 0.9795
H -0.4421 1.2504 -0.7003
H -3.6164 -0.2061 0.4388
H -3.2362 0.9893 -0.2707
H -3.3768 -0.6065 -1.2872

=====

[8]
16
Properties=species:S:1:pos:R:3 method="wB97M-V/def2-TZVPD" smiles=CC(C)(O)CO lumo_ev=0.72 total_energy_ha=-308.87454
C -1.3324 -1.0166 -0.3208
C -0.2292 -0.0669 0.1593
C -0.7096 1.3789 0.0114
O -0.0012 -0.3421 1.5285
C 1.1627 -0.2759 -0.5125
O 2.1383 0.3253 0.3649
H -1.0648 -2.0772 -0.2635
H -2.2110 -0.8765 0.3191
H -1.6565 -0.7941 -1.3414
H -1.0101 1.6025 -1.0180
H -1.5763 1.5351 0.6623
H 0.0764 2.0786 0.3123
H 0.9231 -0.0362 1.6303
H 1.3489 -1.3517 -0.6064
H 1.2789 0.2061 -1.4928
H 2.8528 -0.2898 0.5702

=====

[9]
16
Properties=species:S:1:pos:R:3 method="wB97M-V/def2-TZVPD" lumo_ev=0.87 total_energy_ha=-308.74420
C 2.1124 0.5984 -0.7843
O 0.7089 0.5582 -0.6726
C 0.3193 -0.6904 -0.3201
C -1.1046 -0.8672 0.1035
C -1.8229 0.3251 0.7105
O -2.0732 1.4428 -0.1216
H 2.4491 -0.1140 -1.5498
H 2.3697 1.6135 -1.0712
H 2.5667 0.3266 0.1816
H 1.0561 -0.9695 0.8768
H 0.6613 -1.5088 -0.9611
H -1.7049 -1.6266 -0.4172
H -0.3548 -1.2568 0.8894
H -2.8067 0.0079 1.0730
H -1.2262 0.6251 1.5853
H -1.2144 1.7406 -0.4490

=====

[10]
16
Properties=species:S:1:pos:R:3 method="wB97M-V/def2-TZVPD" lumo_ev="0.97 / 0.91" total_energy_ha=-308.71493
C -0.6144 -2.4566 0.2074
O -1.7193 -1.7891 0.3844
C -1.8847 -0.6408 0.9556
C 0.2970 0.4454 -1.0677
O 0.7401 0.8693 0.1988
C 1.4721 2.0630 0.1123
H -0.7260 -3.3998 -0.3013
H -0.1384 -0.5535 -0.9598
H 0.2949 -2.1105 0.6858
H -2.8927 -0.2591 0.9263
H -1.0290 -0.1210 1.3720
H 1.1411 0.3669 -1.7691
H -0.4448 1.1398 -1.4905
H 2.3864 1.9251 -0.4873
H 0.8745 2.8689 -0.3428
H 1.7517 2.3549 1.1270

=====

[11]
17
Properties=species:S:1:pos:R:3 method="wB97M-V/def2-TZVPD" smiles="C=[P@]([O-])(CC)OC" lumo_ev=4.10 total_charge=-1 total_energy_ha=-650.24764
C -1.7372 -1.0241 1.0954
P -0.5058 -0.6478 -0.0928
O -0.3921 -1.3575 -1.5439
C 1.2899 -0.4283 0.3931
C 2.1892 -0.1338 -0.7694
O -0.6766 0.9324 -0.3423
C -2.0365 1.4427 -0.5442
H -1.7108 -2.1047 1.3274
H -1.6662 -0.4470 2.0204
H 1.2230 0.2558 1.2872
H 1.5465 -1.4336 0.7403
H 1.5296 0.4536 -1.4089
H 3.2178 0.2704 -0.4859
H 2.4213 -1.0977 -1.3234
H -2.4736 0.6961 -1.1746
H -2.0121 2.3809 -1.0020
H -2.3491 1.5919 0.5009

=====

[12]
18
Properties=species:S:1:pos:R:3 method="wB97M-V/def2-TZVPD" lumo_ev=3.81 total_charge=-1 total_energy_ha=-1048.30958
C 1.8208 -1.9290 0.0502
C -0.4906 1.7574 -1.4333
C 1.0523 -0.5410 0.0090
C -1.2691 0.9973 -0.3543
O -0.1146 0.6666 2.6427
O -2.5808 -0.8696 1.9054
P -0.7609 -0.8025 -0.3237
S -1.1334 -1.0404 1.8432
H 2.9121 -1.6264 -0.0223
H 1.5020 -2.3231 1.0106
H 1.2498 -2.5244 -0.7198
H -1.0809 2.7750 -1.3341
H 0.5452 1.8038 -1.1237
H -0.8128 1.4472 -2.4560
H 1.5676 0.0692 -0.9097
H 1.1187 0.0872 0.9220
H -2.3190 0.8189 -0.4576
H -1.2064 1.2336 0.7514

=====

[13]
17
Properties=species:S:1:pos:R:3 method="wB97M-V/def2-TZVPD" smiles="O=CCCCS.O" lumo_ev=0.58 total_energy_ha=-707.04001
O -0.0223 1.7730 -0.6841
C -0.5746 0.7949 -1.1186
C -1.5837 -0.0171 -0.3557
C -0.8999 -1.2218 0.3225
C 0.3985 -0.8295 1.0395
S 0.9811 -2.1661 2.1136
H -0.2506 0.3392 -2.0707
H -2.1393 0.5140 0.4176
H -2.4029 -0.1695 -1.0643
H -0.8106 -2.0512 -0.3807
H -1.5171 -1.5117 1.1638
H 1.2136 -0.5034 0.3840
H 0.1936 0.1039 1.5119
H 0.3475 -1.7033 3.1954
O 2.5474 2.4342 -1.7824
H 1.6494 2.0689 -1.7704
H 2.8699 2.1456 -0.9214

=====

[14]
17
Properties=species:S:1:pos:R:3 method="wB97M-V/def2-TZVPD" lumo_ev="2.84 / 2.82" spin_multiplicity=2 total_charge=-1 total_energy_ha=-384.04506
O -2.2427 0.3695 0.9717
C -1.8974 0.6120 -0.2451
C -1.0612 -0.3338 -1.1110
C -0.8466 -1.6787 -0.4082
C 0.1928 -1.6409 0.7116
O -0.2702 -2.2789 1.9059
H -2.1260 1.5460 -0.7699
H -0.0493 0.0652 -1.3056
H -1.6463 -0.5049 -2.0211
H -0.5673 -2.4411 -1.1359
H -1.7717 -1.9614 0.1063
H 1.1194 -2.1083 0.3827
H 0.4502 -0.6294 0.9979
H 0.0204 -3.1948 1.9045
H 3.2038 5.4064 0.1681
H 4.1179 4.3168 -0.3732
O 3.3745 4.4562 0.2212

=====

[15]
17
Properties=species:S:1:pos:R:3 method="wB97M-V/def2-TZVPD" smiles="COCC(=O)CO.[H][H]" lumo_ev=0.80 total_energy_ha=-384.02138
C 2.6812 0.2085 -0.0609
O 1.5124 -0.1681 0.6430
C 0.4271 -0.6526 -0.0697
C -0.9018 -0.2664 0.4670
O -1.0642 0.2081 1.5728
C -2.1287 -0.6074 -0.3776
O -2.9823 0.4961 -0.2396
H 3.3947 0.5110 0.7111
H 2.5225 1.0668 -0.7325
H 3.1222 -0.6198 -0.6346
H 0.5458 -0.5847 -1.1661
H 0.1230 -1.6968 0.2764
H -2.5922 -1.5377 -0.0064
H -1.8899 -0.7569 -1.4382
H -2.7841 0.8204 0.6565
H 0.1118 1.8490 -0.1514
H -0.0973 1.7304 0.5500